<A>
Computed, not measured: a 5-piece molecular cluster, C2H14O6 overall, with ωB97M-V/def2-TZVPD.

Its molecular weight is 134.13 g/mol. The highest occupied orbital energy is -0.382 Ha. Its frontier orbital gap is 0.389 Eh.

Positions of all 22 atoms, in Å:
1 O 8.86 19.00 15.87
2 H 8.77 19.71 15.21
3 H 9.71 18.57 15.60
4 O 5.55 23.16 10.95
5 H 6.11 22.55 10.41
6 H 5.69 22.69 11.78
7 O 8.21 20.82 13.94
8 H 7.43 21.13 13.56
9 H 8.87 21.16 13.31
10 O 5.81 21.67 13.21
11 H 5.69 20.73 12.96
12 H 5.54 21.71 14.12
13 C 9.00 22.01 11.22
14 C 8.23 20.88 10.61
15 O 7.20 21.32 9.72
16 O 10.04 21.55 12.08
17 H 8.24 22.55 11.79
18 H 9.34 22.76 10.47
19 H 7.81 20.30 11.45
20 H 8.88 20.18 10.14
21 H 7.47 20.98 8.88
22 H 10.76 21.23 11.51

***

<B>
Computed, not measured: a 6-piece molecular cluster, C2H14O6 overall, with ωB97M-V/def2-TZVPD.

Its molecular weight is 134.13 g/mol. The highest occupied orbital energy is -0.388 Ha. Its frontier orbital gap is 0.408 Eh.

Positions of all 22 atoms, in Å:
1 C -3.37 1.81 -0.22
2 C -2.14 1.65 -0.54
3 O -1.16 1.08 0.36
4 H -4.17 2.10 -0.90
5 H -3.82 1.50 0.76
6 H -1.73 2.12 -1.48
7 H -1.05 0.17 -0.09
8 H 1.01 -1.80 -1.07
9 H 0.72 -1.71 0.50
10 O 0.32 -1.94 -0.39
11 H 1.43 -1.53 -3.36
12 H 2.41 -0.94 -2.47
13 O 2.14 -1.84 -2.84
14 H 3.21 0.08 -0.07
15 H 1.96 0.86 0.23
16 O 2.25 0.06 -0.29
17 H 0.06 2.01 0.93
18 H 0.83 2.18 2.18
19 O 1.05 2.22 1.30
20 H 0.23 -3.05 1.78
21 H -0.50 -2.51 3.05
22 O 0.34 -2.52 2.62

***

Which of them is most stable, and which least? Most stable: <A>; least stable: <B>.

***

<A>
Computed, not measured: an isolated molecule of C4H4S3, with ωB97M-V/def2-TZVPD.

Its molecular weight is 148.28 g/mol. The highest occupied orbital energy is -0.308 Ha. Its frontier orbital gap is 0.294 Eh.

Positions of all 11 atoms, in Å:
1 C -1.53 -0.99 -0.15
2 C -0.05 -0.87 -0.79
3 C 0.66 1.50 0.08
4 C 1.22 0.64 0.82
5 H -2.53 -0.82 -0.77
6 H 0.12 -1.44 -1.62
7 H 0.80 2.57 0.10
8 H 1.55 0.77 1.84
9 S -1.58 -1.14 1.51
10 S -0.10 0.83 -1.36
11 S 1.44 -1.05 0.34

***

<B>
Computed, not measured: an isolated molecule of C4H4S3, with ωB97M-V/def2-TZVPD.

Its molecular weight is 148.28 g/mol. The highest occupied orbital energy (spin up / spin down) is -0.302 / -0.293 Ha. Its frontier orbital gap (spin up / spin down) is 0.271 / 0.231 Eh.

Positions of all 11 atoms, in Å:
1 C 0.19 -1.61 0.04
2 C -0.34 -0.39 0.04
3 C 1.78 1.47 0.03
4 C -1.47 0.43 -0.18
5 S 0.94 2.76 0.21
6 S 1.75 -2.31 0.15
7 S 2.62 0.14 -0.10
8 H -0.34 -2.40 0.42
9 H -0.97 1.42 0.10
10 H -2.31 0.01 0.42
11 H -1.85 0.48 -1.13

***

Which of them is most stable, and which least? Most stable: <A>; least stable: <B>.

***

<A>
Computed, not measured: a 3-piece molecular cluster, C2H11NO2 overall, with ωB97M-V/def2-TZVPD.

Its molecular weight is 81.12 g/mol. The highest occupied orbital energy is -0.344 Ha. Its frontier orbital gap is 0.373 Eh.

Positions of all 16 atoms, in Å:
1 C -1.45 1.30 0.15
2 C -0.26 1.84 -0.60
3 N 0.99 1.31 -0.03
4 H -1.44 1.80 1.13
5 H -2.40 1.48 -0.35
6 H -1.42 0.27 0.52
7 H -0.30 1.61 -1.67
8 H -0.22 2.91 -0.42
9 H 0.96 0.31 0.15
10 H 1.78 1.31 -0.68
11 H 1.41 -0.89 2.95
12 H 1.88 -0.58 1.64
13 O 1.33 -1.22 2.07
14 H -0.25 -3.81 -2.41
15 H 0.05 -3.88 -0.90
16 O -0.66 -3.76 -1.53

***

<B>
Computed, not measured: a 3-piece molecular cluster, C2H11NO2 overall, with ωB97M-V/def2-TZVPD.

Its molecular weight is 81.12 g/mol. The highest occupied orbital energy is -0.337 Ha. Its frontier orbital gap is 0.368 Eh.

Positions of all 16 atoms, in Å:
1 C 1.64 -0.49 1.22
2 C 0.51 -1.17 0.42
3 N 0.56 -1.02 -1.03
4 H 2.45 -0.19 0.55
5 H 1.28 0.43 1.67
6 H 2.11 -1.16 1.94
7 H 0.53 -2.24 0.61
8 H -0.44 -0.77 0.76
9 H 0.97 -0.15 -1.36
10 H 0.91 -1.83 -1.52
11 H -2.17 0.07 0.58
12 H -2.31 -0.15 -0.97
13 O -2.38 0.50 -0.24
14 H -1.36 1.94 -0.80
15 H -1.47 3.48 -0.84
16 O -0.83 2.75 -1.02

***

Which of them is most stable, and which least? Most stable: <B>; least stable: <A>.

***

<A>
Computed, not measured: a 3-piece molecular cluster, C2H11NO2 overall, with ωB97M-V/def2-TZVPD.

Its molecular weight is 81.12 g/mol. The highest occupied orbital energy is -0.331 Ha. Its frontier orbital gap is 0.356 Eh.

Positions of all 16 atoms, in Å:
1 C -1.56 3.01 1.06
2 N -1.24 1.80 0.29
3 C -2.32 1.20 -0.48
4 H -2.51 2.79 1.51
5 H -1.74 4.02 0.68
6 H -0.90 3.02 1.92
7 H -0.45 2.15 -0.25
8 H -3.06 1.93 -0.81
9 H -1.90 0.63 -1.30
10 H -2.84 0.52 0.17
11 H 4.58 -5.29 -1.77
12 H 3.61 -4.31 -1.30
13 O 4.40 -4.34 -1.86
14 H 1.40 -2.91 0.91
15 H 2.24 -1.66 0.47
16 O 2.28 -2.58 0.75

***

<B>
Computed, not measured: a 3-piece molecular cluster, C2H11NO2 overall, with ωB97M-V/def2-TZVPD.

Its molecular weight is 81.12 g/mol. The highest occupied orbital energy is -0.333 Ha. Its frontier orbital gap is 0.357 Eh.

Positions of all 16 atoms, in Å:
1 C 2.51 -0.14 0.35
2 C 1.22 -0.05 -0.47
3 N 0.34 1.02 0.04
4 H 2.26 -0.31 1.39
5 H 3.16 -0.96 0.02
6 H 3.10 0.79 0.34
7 H 1.47 0.09 -1.52
8 H 0.69 -1.00 -0.41
9 H -0.23 0.66 0.79
10 H 0.92 1.79 0.35
11 H -2.71 -1.04 -1.28
12 H -2.06 -2.05 -0.36
13 O -1.84 -1.34 -0.98
14 H -3.13 1.16 1.28
15 H -2.48 0.39 0.12
16 O -3.22 0.98 0.34

***

<C>
Computed, not measured: a 3-piece molecular cluster, C2H11NO2 overall, with ωB97M-V/def2-TZVPD.

Its molecular weight is 81.12 g/mol. The highest occupied orbital energy is -0.325 Ha. Its frontier orbital gap is 0.347 Eh.

Positions of all 16 atoms, in Å:
1 C 2.18 1.23 0.18
2 C 2.71 -0.17 0.62
3 N 1.57 -1.10 0.83
4 H 2.02 1.84 1.07
5 H 2.86 1.78 -0.49
6 H 1.29 1.12 -0.43
7 H 3.44 -0.64 -0.03
8 H 3.08 0.00 1.63
9 H 0.87 -0.57 1.34
10 H 1.05 -1.16 -0.04
11 H -0.96 -0.46 -1.71
12 H -1.51 0.18 -0.47
13 O -0.92 -0.54 -0.75
14 H -4.91 1.16 -0.40
15 H -5.17 -0.32 -0.45
16 O -4.48 0.32 -0.59

***

Which of them is most stable, and which least? Most stable: <B>; least stable: <A>.

***

<A>
Computed, not measured: a 2-piece molecular cluster, C4H12NS2 overall, with ωB97M-V/def2-TZVPD.

As for the net charge: +1. Its molecular weight is 138.28 g/mol. The highest occupied orbital energy is -0.469 Ha. Its frontier orbital gap is 0.352 Eh.

Positions of all 19 atoms, in Å:
1 C 0.96 2.55 -1.84
2 S 0.01 1.04 -2.21
3 S -1.92 1.50 -1.84
4 H 0.70 3.35 -2.53
5 H 1.99 2.24 -2.01
6 H 0.84 2.85 -0.81
7 H -1.96 1.54 -0.48
8 C 0.89 -0.81 2.62
9 C -0.12 -1.03 1.55
10 C 0.07 -1.62 0.38
11 N -0.99 -1.65 -0.64
12 H 1.88 -1.14 2.32
13 H 0.94 0.28 2.76
14 H 0.60 -1.24 3.57
15 H -1.11 -0.61 1.73
16 H 0.94 -2.21 0.12
17 H -1.91 -1.60 -0.21
18 H -0.89 -0.89 -1.34
19 H -0.93 -2.54 -1.13

***

<B>
Computed, not measured: a 2-piece molecular cluster, C4H12NS2 overall, with ωB97M-V/def2-TZVPD.

As for the net charge: +1. Its molecular weight is 138.28 g/mol. The highest occupied orbital energy is -0.484 Ha. Its frontier orbital gap is 0.321 Eh.

Positions of all 19 atoms, in Å:
1 C 0.06 -1.31 0.71
2 C 0.24 -1.28 -1.92
3 C -0.58 -1.10 -0.66
4 C 0.72 2.07 1.66
5 N -1.27 0.17 -0.64
6 S 1.63 2.87 2.92
7 S 0.88 2.35 0.09
8 H -0.76 -1.53 1.39
9 H 0.67 -2.16 0.65
10 H 0.63 -0.47 1.19
11 H -0.34 -0.79 -2.67
12 H 0.16 -2.35 -2.15
13 H 1.24 -0.98 -2.06
14 H -1.29 -1.91 -0.85
15 H -0.31 1.64 2.05
16 H -0.66 1.14 -0.52
17 H -1.78 0.33 -1.50
18 H 2.73 3.04 2.10
19 H -1.98 0.28 0.21

***

Which of them is most stable, and which least? Most stable: <A>; least stable: <B>.

***

<A>
Computed, not measured: an isolated molecule of C9H7BrO, with ωB97M-V/def2-TZVPD.

Its molecular weight is 211.06 g/mol. The highest occupied orbital energy is -0.312 Ha. Its frontier orbital gap is 0.337 Eh.

Positions of all 18 atoms, in Å:
1 C 2.55 -0.19 -0.21
2 C 2.24 0.91 -0.98
3 C 1.44 -0.76 0.47
4 C 0.90 1.29 -1.23
5 C 0.15 -0.39 0.27
6 C -0.20 0.69 -0.61
7 C -2.25 -0.71 0.65
8 C -2.56 0.20 -0.21
9 C -0.91 -0.91 1.25
10 O -1.43 0.98 -1.04
11 Br -4.36 0.56 -0.77
12 H 3.60 -0.48 -0.13
13 H 3.01 1.54 -1.52
14 H 1.54 -1.37 1.34
15 H 0.80 2.23 -1.80
16 H -2.98 -1.29 1.16
17 H -0.79 -1.90 1.19
18 H -0.74 -0.40 2.18

***

<B>
Computed, not measured: a 2-piece molecular cluster, C9H7BrO overall, with ωB97M-V/def2-TZVPD.

Its molecular weight is 211.06 g/mol. The highest occupied orbital energy (spin up / spin down) is -0.293 / -0.293 Ha. Its frontier orbital gap (spin up / spin down) is 0.235 / 0.235 Eh.

Positions of all 18 atoms, in Å:
1 C -1.02 2.34 -0.96
2 C -0.12 3.06 -1.32
3 C 1.08 -2.46 -0.04
4 C -0.11 -2.27 -0.76
5 C 1.43 -1.61 0.96
6 C -0.95 -1.21 -0.34
7 C 0.61 -0.60 1.40
8 C -0.55 -0.29 0.69
9 C -1.41 0.77 0.98
10 O 0.65 3.80 -2.08
11 Br -1.16 1.86 2.41
12 H 1.83 -3.18 -0.39
13 H -0.24 -2.86 -1.64
14 H 2.44 -1.80 1.49
15 H -1.63 -0.94 -1.26
16 H 0.98 -0.04 2.22
17 H -2.35 0.69 0.53
18 H 0.53 4.73 -1.88

***

Which of them is most stable, and which least? Most stable: <A>; least stable: <B>.

***

<A>
Computed, not measured: a 2-piece molecular cluster, C6H16NO overall, with ωB97M-V/def2-TZVPD.

As for the net charge: +1. Its molecular weight is 118.20 g/mol. The highest occupied orbital energy is -0.453 Ha. Its frontier orbital gap is 0.322 Eh.

Positions of all 24 atoms, in Å:
1 C 0.90 0.59 1.88
2 C -0.34 0.65 1.20
3 C -0.16 0.19 -0.31
4 C -2.42 -0.26 -1.27
5 C -1.29 -0.65 -0.62
6 C -1.17 -2.11 -0.14
7 N 1.94 1.61 1.38
8 H 1.52 -0.37 1.79
9 H 0.69 0.76 2.93
10 H -1.19 0.22 1.69
11 H -0.68 1.74 1.21
12 H -0.10 1.05 -1.07
13 H 0.83 -0.27 -0.46
14 H -2.57 0.82 -1.68
15 H -3.24 -1.00 -1.31
16 H -0.90 -2.34 0.91
17 H -2.18 -2.52 -0.22
18 H -0.45 -2.66 -0.79
19 H 1.97 1.52 0.35
20 H 1.86 2.62 1.59
21 H 2.90 1.34 1.62
22 H 2.01 -0.15 -3.23
23 H 0.67 -0.62 -2.94
24 O 1.41 -0.17 -2.52

***

<B>
Computed, not measured: C6H16NO as an isolated structure, with ωB97M-V/def2-TZVPD.

As for the net charge: +1. Its molecular weight is 118.20 g/mol. The highest occupied orbital energy is -0.549 Ha. Its frontier orbital gap is 0.443 Eh.

Positions of all 24 atoms, in Å:
1 C 2.40 -0.67 -1.07
2 C 1.97 0.89 0.78
3 C -2.16 -0.60 -1.22
4 C -1.34 -0.82 1.37
5 C 1.59 -0.49 0.12
6 C -1.20 -0.28 -0.08
7 N -1.38 1.54 0.21
8 O 0.00 -0.36 -0.66
9 H 2.33 0.21 -1.66
10 H 3.56 -0.77 -0.91
11 H 2.10 -1.47 -1.69
12 H 1.26 1.51 0.15
13 H 3.02 0.95 0.66
14 H 1.94 0.98 1.90
15 H -2.86 0.16 -1.38
16 H -1.62 -0.87 -2.19
17 H -2.67 -1.48 -0.98
18 H -1.55 -1.96 1.29
19 H -0.48 -0.58 1.98
20 H -2.17 -0.22 1.96
21 H 1.47 -1.41 0.77
22 H -2.21 1.79 0.74
23 H -1.36 1.91 -0.73
24 H -0.63 2.06 0.65

***

Which of them is most stable, and which least? Most stable: <A>; least stable: <B>.

***

<A>
Computed, not measured: an isolated ion of composition C5H12N5 and charge +1, with ωB97M-V/def2-TZVPD.

As for the net charge: +1. Its molecular weight is 142.19 g/mol. The highest occupied orbital energy is -0.438 Ha. Its frontier orbital gap is 0.319 Eh.

Positions of all 22 atoms, in Å:
1 N 3.11 -1.25 1.05
2 C 2.39 -0.01 0.74
3 C 1.71 0.03 -0.62
4 C 0.68 1.16 -0.75
5 N -0.64 0.72 -1.22
6 C -1.63 0.45 -0.40
7 N -1.58 0.55 0.95
8 C -2.78 0.22 1.37
9 N -3.58 -0.15 0.37
10 N -2.85 0.01 -0.77
11 H 2.46 -1.95 1.36
12 H 3.54 -1.62 0.21
13 H 1.64 0.15 1.52
14 H 3.12 0.81 0.81
15 H 1.21 -0.92 -0.79
16 H 2.46 0.14 -1.40
17 H 0.52 1.64 0.21
18 H 1.01 1.94 -1.44
19 H -0.76 0.59 -2.21
20 H -3.08 0.20 2.40
21 H -4.53 -0.47 0.42
22 H -3.23 -0.19 -1.68

***

<B>
Computed, not measured: a 2-piece molecular cluster, C5H12N5 overall, with ωB97M-V/def2-TZVPD.

As for the net charge: +1. Its molecular weight is 142.19 g/mol. The highest occupied orbital energy is -0.408 Ha. Its frontier orbital gap is 0.304 Eh.

Positions of all 22 atoms, in Å:
1 C 0.79 2.27 -0.55
2 N -0.36 1.98 0.06
3 N 1.15 3.54 -0.71
4 N 1.57 1.28 -1.00
5 C 0.36 4.67 -0.25
6 H -0.96 2.73 0.41
7 H -0.65 1.00 0.19
8 H 2.04 3.72 -1.18
9 H 2.45 1.49 -1.47
10 H 1.28 0.30 -0.87
11 H 0.90 5.60 -0.51
12 H 0.22 4.65 0.85
13 H -0.63 4.70 -0.73
14 N -0.65 -2.85 0.30
15 C -1.34 -3.73 -0.40
16 C -0.23 -3.53 1.42
17 C -0.67 -4.83 1.40
18 N -1.38 -4.95 0.23
19 H -1.83 -3.55 -1.36
20 H 0.36 -3.04 2.19
21 H -0.55 -5.67 2.09
22 H -1.85 -5.79 -0.12

***

Which of them is most stable, and which least? Most stable: <B>; least stable: <A>.